[1]
Molecular formula: C31H51BN7O2Ru
Method: DFT, ωB97M-V/def2-TZVPD

Summary:
Kohn-Sham gap (spin up / spin down) = 0.25169 / 0.26435 Ha
2S+1 = 2
Lowest unoccupied orbital energy (spin up / spin down) = -5.2 / -5.3 eV
E = -1864.89984 Ha
Charge = +2

CARTESIAN COORDINATES (ANGSTROEM)
Ru -0.03 -0.47 0.07
N 0.08 0.49 2.46
C 1.20 0.37 3.36
C 1.00 0.69 4.70
C 2.03 0.61 5.62
C 3.29 0.21 5.19
C 3.49 -0.12 3.86
C 2.46 -0.06 2.92
C 2.73 -0.43 1.51
C 3.75 -1.34 1.20
C 4.08 -1.62 -0.11
C 3.43 -0.99 -1.16
C 2.39 -0.11 -0.87
C 2.02 0.14 0.45
H -0.06 1.47 2.22
H -0.77 0.18 2.93
H 0.03 1.03 5.02
H 1.87 0.89 6.65
H 4.11 0.16 5.89
H 4.49 -0.39 3.54
H 4.29 -1.84 1.99
H 4.88 -2.32 -0.32
H 3.76 -1.13 -2.18
H 1.98 0.48 -1.69
N -3.58 3.25 -3.24
C -3.29 2.19 -2.20
C -2.70 0.96 -2.87
C -1.22 1.10 -3.30
N -0.46 0.00 -2.68
C -0.61 2.46 -2.93
C -0.92 2.96 -1.52
N -0.06 2.27 -0.57
C -2.39 2.72 -1.10
H -4.18 2.88 -3.98
H -2.68 3.54 -3.67
H -4.02 4.08 -2.82
H -4.26 1.93 -1.78
H -3.31 0.66 -3.72
H -2.75 0.16 -2.12
H -1.16 1.01 -4.40
H 0.48 -0.01 -3.06
H -0.91 -0.87 -2.95
H -0.90 3.21 -3.68
H 0.47 2.39 -3.03
H -0.72 4.05 -1.50
H -0.14 2.69 0.35
H 0.92 2.37 -0.84
H -2.82 3.62 -0.67
H -2.38 1.95 -0.32
C -5.20 -1.96 -0.61
C -4.06 -1.79 0.39
C -3.73 -3.14 1.03
O -2.88 -1.35 -0.33
B -2.20 -0.42 0.42
O -2.94 -0.04 1.51
C -4.26 -0.65 1.44
C -5.23 0.45 0.98
C -4.67 -1.12 2.83
H -4.99 -2.81 -1.25
H -5.32 -1.08 -1.24
H -6.12 -2.15 -0.07
H -3.44 -3.84 0.24
H -4.60 -3.54 1.55
H -2.90 -3.04 1.72
H -4.95 0.82 0.00
H -5.18 1.27 1.69
H -6.25 0.07 0.95
H -3.92 -1.77 3.28
H -5.61 -1.66 2.78
H -4.79 -0.25 3.48
C -0.98 -5.74 -1.73
C -0.22 -4.60 -2.40
N -0.02 -3.55 -1.42
C 0.10 -3.77 -0.09
N 0.22 -2.71 0.67
C 0.33 -2.92 2.10
C 1.15 -4.18 2.38
C 0.44 -5.36 1.73
N 0.09 -5.04 0.36
C -0.20 -6.17 -0.50
H -1.09 -6.58 -2.42
H -1.98 -5.40 -1.44
H -0.77 -4.20 -3.25
H 0.75 -4.96 -2.76
H -0.06 -2.57 -1.68
H -0.67 -3.03 2.53
H 0.80 -2.05 2.56
H 1.28 -4.34 3.44
H 2.14 -4.05 1.93
H -0.47 -5.62 2.29
H 1.09 -6.24 1.72
H -0.78 -6.89 0.09
H 0.73 -6.66 -0.80

[2]
Molecular formula: C31H51Br3Cl13NO6S
Method: DFT, ωB97M-V/def2-TZVPD

Summary:
Kohn-Sham gap = 0.33953 Ha
Lowest unoccupied orbital energy = 0.2 eV
E = -15820.52567 Ha
Charge = 0

CARTESIAN COORDINATES (ANGSTROEM)
C -2.14 0.02 -4.95
C -1.76 0.11 -3.47
O -0.36 0.30 -3.38
C 0.09 0.75 -2.11
C -0.23 2.28 -2.22
C -1.32 2.84 -1.30
C -0.84 3.21 0.10
C -1.75 4.16 -1.96
O -0.80 0.24 -1.13
S -0.52 -0.74 0.12
O -1.59 -1.66 0.01
O -0.49 0.07 1.29
C 1.09 -1.63 -0.11
C 0.66 -3.13 -0.04
C 0.33 -3.77 1.31
N -0.70 -3.12 2.10
C 2.18 -1.51 0.97
C 1.96 -1.02 2.39
C 3.35 -1.03 3.03
Cl 3.40 -0.14 4.56
C 1.74 -1.24 -1.52
C 0.90 -2.05 -2.53
O 1.44 -1.93 -3.82
C 0.72 -2.66 -4.79
C 3.13 -1.96 -1.72
Br 3.03 -3.84 -2.24
C 4.40 -1.60 -1.59
C 4.94 -0.28 -1.19
Br 5.86 -2.77 -1.87
C 1.60 0.37 -1.82
C 1.81 1.42 -0.67
C 2.82 1.74 0.45
C 2.28 2.98 1.21
C 2.95 3.02 2.60
C 2.63 4.26 0.47
C 2.37 0.66 -3.12
C 2.79 2.08 -3.39
O 3.67 2.64 -2.84
Br 1.91 3.01 -4.87
H -1.31 0.35 -5.55
H -2.99 0.65 -5.17
H -2.36 -0.99 -5.23
H -2.31 0.94 -3.05
H -2.07 -0.80 -2.98
H -0.60 2.47 -3.21
H 0.61 2.96 -2.14
H -2.20 2.23 -1.30
H -1.31 4.13 0.42
H 0.21 3.42 0.08
H -1.07 2.46 0.85
H -0.92 4.85 -1.95
H -2.56 4.60 -1.40
H -2.08 4.01 -2.98
H 1.52 -3.67 -0.40
H -0.13 -3.37 -0.72
H 0.02 -4.78 1.05
H 1.21 -3.93 1.92
H -1.61 -3.50 1.93
H -0.55 -3.16 3.09
H 3.02 -0.97 0.58
H 2.62 -2.50 1.06
H 1.59 -0.02 2.44
H 1.36 -1.68 2.99
H 3.60 -2.05 3.29
H 4.12 -0.66 2.37
H -0.15 -1.83 -2.48
H 0.93 -3.09 -2.29
H 0.57 -2.05 -5.66
H 1.28 -3.55 -5.07
H -0.24 -2.99 -4.42
H 4.49 0.57 -1.65
H 5.97 -0.23 -1.49
H 4.98 -0.21 -0.13
H 0.86 1.53 -0.18
H 1.88 2.36 -1.18
H 3.74 2.11 0.07
H 3.06 1.02 1.22
H 1.22 2.89 1.40
H 3.23 4.03 2.85
H 3.87 2.44 2.61
H 2.29 2.66 3.37
H 1.95 4.43 -0.36
H 3.64 4.21 0.09
H 2.53 5.12 1.12
H 1.86 0.29 -3.99
H 3.31 0.13 -3.13
C -2.74 -3.31 5.90
Cl -3.42 -4.90 6.21
Cl -1.01 -3.42 5.57
Cl -3.55 -2.52 4.55
H -2.87 -2.70 6.78
C -0.29 0.69 8.07
Cl 0.78 1.57 9.17
Cl -0.78 -0.85 8.78
Cl -1.70 1.66 7.65
H 0.25 0.48 7.17
C -7.00 -0.54 2.85
Cl -7.26 0.93 3.79
Cl -7.98 -0.54 1.39
Cl -5.30 -0.75 2.47
H -7.31 -1.38 3.46
C -9.77 -1.08 -2.56
Cl -8.75 -2.52 -2.64
Cl -10.36 -0.83 -0.91
Cl -8.91 0.34 -3.14
H -10.63 -1.25 -3.20

[3]
Molecular formula: C31H51BrClFI2N7O7P3
Method: DFT, ωB97M-V/def2-TZVPD

Summary:
Kohn-Sham gap = 0.26639 Ha
Lowest unoccupied orbital energy = 0.0 eV
E = -6875.10148 Ha
Charge = 0

CARTESIAN COORDINATES (ANGSTROEM)
C -4.96 -2.79 1.10
C -4.16 -3.03 -0.26
P -2.61 -2.08 -0.55
C -1.17 -2.49 0.57
C -1.62 -3.59 1.66
C -2.84 -0.19 -0.83
N -3.20 0.50 0.37
C -3.04 0.01 1.71
P -4.37 0.53 2.97
O -4.56 -0.57 3.99
O -3.92 1.86 3.85
O -5.87 0.69 2.26
C -3.64 1.88 0.38
C -2.72 2.81 1.08
C -3.10 4.23 1.15
C -4.37 4.48 0.49
C -5.21 3.48 -0.14
N -4.82 2.19 -0.18
P -4.40 -0.32 -2.00
O -4.24 -1.59 -3.10
O -5.79 -0.50 -1.07
C -1.56 0.41 -1.69
C -0.97 -0.63 -2.69
N 0.02 -1.61 -2.19
C 0.83 -2.01 -3.40
C -2.04 1.69 -2.51
C -2.14 1.75 -4.05
C -3.01 0.75 -4.87
F -0.90 1.87 -4.78
O -0.74 0.88 -0.62
C 0.56 1.31 -0.64
Br 0.54 3.27 -0.05
C 1.53 1.30 -1.85
C 1.45 2.34 -2.99
O 0.85 3.34 -3.13
Cl 2.58 1.93 -4.40
C 1.29 0.56 0.61
I 2.52 -1.17 0.06
C 2.15 1.44 1.61
C 3.51 2.05 1.08
I 2.87 -0.07 3.11
H -4.43 -3.28 1.96
H -5.18 -1.71 1.28
H -5.94 -3.33 1.01
H -4.94 -2.98 -1.06
H -3.88 -4.13 -0.24
H -0.26 -2.91 0.08
H -0.89 -1.59 1.17
H -2.26 -4.40 1.22
H -2.07 -3.07 2.53
H -0.68 -4.11 2.01
H -2.08 0.40 2.19
H -3.00 -1.08 1.93
H -4.23 1.68 4.76
H -6.36 -0.13 2.43
H -1.78 2.43 1.55
H -2.47 5.00 1.64
H -4.75 5.53 0.49
H -6.18 3.80 -0.59
H -5.14 -1.96 -3.23
H -6.54 -0.08 -1.52
H -1.72 -1.20 -3.28
H -0.35 -0.06 -3.45
H -0.42 -2.52 -2.00
H 0.23 -1.95 -4.35
H 1.81 -1.46 -3.46
H 1.10 -3.10 -3.30
H -3.04 2.11 -2.17
H -1.34 2.53 -2.21
H -2.62 2.75 -4.28
H -2.61 -0.29 -4.96
H -3.02 1.15 -5.92
H -4.09 0.78 -4.57
H 1.62 0.30 -2.37
H 2.57 1.44 -1.43
H 0.47 0.12 1.25
H 1.58 2.12 2.29
H 4.04 1.44 0.31
H 3.32 3.06 0.62
H 4.23 2.26 1.93
C 4.46 -4.38 -3.57
C 4.12 -2.97 -3.66
N 3.84 -1.85 -3.73
H 4.89 -4.75 -4.50
H 5.20 -4.56 -2.78
H 3.59 -4.99 -3.34
C 5.16 1.20 6.37
C 5.03 2.28 5.39
N 4.92 3.12 4.62
H 4.35 0.48 6.27
H 6.10 0.66 6.24
H 5.14 1.59 7.39
C 7.03 -2.27 4.28
C 5.94 -1.40 3.82
N 5.09 -0.72 3.46
H 7.79 -1.70 4.82
H 6.66 -3.04 4.96
H 7.51 -2.77 3.45
C 7.32 1.63 0.26
C 8.23 0.54 0.58
N 8.95 -0.33 0.83
H 6.90 1.53 -0.74
H 6.49 1.68 0.96
H 7.83 2.60 0.30

[4]
Molecular formula: C31H51ClP2Ru
Method: DFT, ωB97M-V/def2-TZVPD

Summary:
Kohn-Sham gap (spin up / spin down) = 0.20546 / 0.12350 Ha
2S+1 = 5
Lowest unoccupied orbital energy (spin up / spin down) = -5.8 / -9.5 eV
E = -2448.78184 Ha
Charge = +2

CARTESIAN COORDINATES (ANGSTROEM)
Ru -0.98 0.59 -2.66
C -2.04 1.23 -0.39
C -2.67 0.41 -1.46
C -2.30 -0.90 0.45
C -1.86 0.43 0.76
C -2.76 -0.95 -0.86
C -1.65 2.65 -0.46
H -1.82 3.07 -1.47
H -0.57 2.73 -0.24
H -2.19 3.26 0.27
C -1.43 0.88 2.11
H -0.96 1.88 2.06
H -0.69 0.20 2.54
H -2.26 0.94 2.83
C -2.42 -1.99 1.47
H -3.40 -1.97 1.99
H -1.66 -1.90 2.26
H -2.32 -2.99 1.01
C -3.42 -2.09 -1.50
H -4.50 -2.11 -1.26
H -2.99 -3.04 -1.12
H -3.35 -2.09 -2.60
C -3.74 0.95 -2.32
H -4.64 1.21 -1.74
H -4.03 0.23 -3.10
H -3.38 1.86 -2.80
C 0.91 1.03 -2.93
C -0.01 1.95 -3.61
C -0.28 1.89 -5.10
C -1.26 0.75 -5.52
C -1.56 -0.14 -4.35
C -0.52 -0.97 -3.74
C 0.85 -1.07 -4.38
C 1.75 0.10 -3.81
H 0.67 1.80 -5.66
H -0.88 0.17 -6.36
H -0.73 2.85 -5.36
H 2.19 0.64 -4.69
H 1.41 1.43 -2.04
H 0.13 2.97 -3.21
H 2.57 -0.35 -3.20
H 1.35 -2.03 -4.10
H -0.79 -1.89 -3.21
H 0.76 -1.07 -5.49
H -2.21 1.20 -5.85
H -2.52 -0.67 -4.46
P 1.97 2.64 0.85
C 2.13 3.65 2.38
H 3.18 3.98 2.48
H 1.81 3.05 3.24
H 1.45 4.51 2.26
C 3.26 1.34 1.08
H 4.21 1.82 1.38
H 3.39 0.82 0.12
H 2.93 0.62 1.85
C 2.88 3.67 -0.37
H 3.01 3.09 -1.30
H 3.85 3.94 0.05
H 2.28 4.56 -0.60
P 1.57 -3.37 -0.97
C 0.33 -4.70 -0.89
H 0.67 -5.72 -1.05
H -0.35 -4.47 -1.75
H -0.29 -4.66 0.04
C 3.26 -3.88 -1.44
H 3.23 -3.99 -2.56
H 3.69 -4.81 -1.03
H 3.97 -3.04 -1.24
C 1.56 -2.71 0.73
H 2.14 -3.26 1.49
H 0.51 -2.63 1.10
H 1.98 -1.69 0.66
Cl 1.57 1.70 5.89
C 1.65 0.02 6.16
C 1.83 -0.47 7.44
C 1.87 -1.85 7.68
C 1.71 -2.75 6.61
C 1.54 -2.29 5.32
C 1.53 -0.88 5.02
C 1.40 -0.42 3.72
H 1.93 0.24 8.27
H 2.02 -2.22 8.69
H 1.72 -3.82 6.80
H 1.41 -2.99 4.48
H 1.36 -1.14 2.92
H 1.39 0.64 3.49